A structure of composition C14H28ClFeIO32S7 at a distorted geometry, computed with ωB97M-V/def2-TZVPD.

Each line ends with the Mulliken spin population.
CARTESIAN COORDINATES (ANGSTROEM)
Fe 0.8837 -2.3649 0.8900  3.836
I 0.3610 -0.2646 -0.4818  0.073
Cl 0.5848 -4.8948 -0.5602  0.004
O -0.4984 -3.9102 -0.7264  0.014
O 0.4070 -5.8110 0.5699  0.002
O 0.7515 -5.5403 -1.8221  0.004
O 1.7703 -4.1944 -0.1938  0.027
C 1.4021 0.1556 -4.4337  0.003
C -0.0762 0.6565 -4.3209  0.005
O -0.6794 0.1828 -5.4965  0.001
S 0.0383 -1.1979 -6.1313  0.000
O 0.7417 -0.8950 -7.3888  0.000
O -0.9272 -2.3684 -6.0786  0.000
O 1.0960 -1.1471 -4.7845  0.001
H 1.8718 0.2189 -3.4522  -0.002
H 1.9160 0.6153 -5.2780  0.000
H -0.2677 1.6950 -4.0507  -0.003
H -0.5446 0.0349 -3.5578  -0.003
C -3.4350 -1.6017 3.6092  0.001
C -4.2709 -2.4440 2.5674  0.000
O -3.5988 -3.6276 2.3298  0.002
S -2.0195 -3.5169 2.9843  0.007
O -1.0723 -2.7927 2.1063  0.012
O -1.6337 -4.8182 3.5518  0.001
O -2.5375 -2.5656 4.1704  0.001
H -4.1075 -1.1689 4.3498  0.000
H -2.9222 -0.8379 3.0246  0.000
H -4.3838 -1.8684 1.6486  0.000
H -5.2755 -2.5433 2.9784  0.000
C 1.9947 1.0622 5.0524  0.000
C 3.0842 0.0649 4.9890  0.001
O 2.5046 -1.1867 5.0909  0.002
S 1.0334 -1.1923 4.3304  0.003
O 0.0891 -1.9862 5.0968  0.001
O 1.1709 -1.4811 2.8969  -0.009
O 0.8501 0.4082 4.5854  0.002
H 2.0581 1.9338 4.4010  0.000
H 1.8124 1.4795 6.0426  0.000
H 3.9252 0.1202 5.6802  0.000
H 3.5100 0.1635 3.9905  0.000
C 0.5743 5.1654 -3.1309  0.001
C 0.3512 3.7943 -2.4280  0.003
O 0.5773 4.0639 -1.0816  0.000
S 1.8615 5.0921 -0.8394  0.000
O 3.1108 4.2965 -0.8330  0.000
O 1.5866 6.0244 0.2730  0.000
O 1.6214 5.7088 -2.3300  0.000
H -0.3282 5.7687 -3.0322  0.000
H 0.9197 5.0014 -4.1516  0.000
H 1.1117 3.1119 -2.8078  -0.001
H -0.6652 3.4056 -2.3659  0.000
C 4.8806 0.8644 -0.1736  0.000
C 4.6328 -0.1378 -1.2656  0.001
O 4.9342 -1.4969 -0.6775  0.000
S 4.6579 -1.3740 0.9390  0.008
O 5.7264 -1.9654 1.7160  0.001
O 3.2497 -1.8144 1.1652  0.005
O 4.7554 0.1904 1.0487  0.000
H 4.2321 1.7281 -0.3205  0.000
H 5.9421 1.0771 -0.3005  0.000
H 5.1566 -0.0245 -2.2147  0.000
H 3.5882 -0.1170 -1.5763  0.000
C -2.9554 -2.5219 -3.0695  0.000
C -4.0753 -3.0001 -2.1406  0.000
O -5.1249 -2.1108 -2.4975  0.000
S -5.1254 -1.6993 -4.1142  0.000
O -5.7273 -0.4520 -4.4555  0.000
O -5.2939 -2.8527 -5.0119  0.000
O -3.5311 -1.5181 -3.8740  0.000
H -2.6328 -3.3163 -3.7425  0.000
H -2.0910 -2.1706 -2.5061  0.000
H -3.9710 -2.7735 -1.0795  0.000
H -4.3700 -4.0358 -2.3099  0.000
C -0.1636 3.7762 2.6989  0.000
C -1.3422 3.3715 1.7042  -0.006
O -2.4541 3.2624 2.5192  0.000
S -2.0960 2.6264 4.0238  0.000
O -1.6195 1.2022 3.8520  0.000
O -3.0436 3.0364 5.1036  0.000
O -0.7575 3.5846 4.0234  0.000
H 0.0908 4.7903 2.3906  0.000
H 0.6661 3.0868 2.5428  0.000
H -0.9482 2.5543 1.0999  0.005
H -1.5179 4.2262 1.0510  0.000

Atoms 1-3, force components in eV/Å:
0.202 -0.992 -0.085
-0.033 0.425 -0.208
-2.183 -2.992 -0.063

Values from the calculation:
* total charge: 0
* spin multiplicity: 5
* HOMO energy (spin up / spin down): -9.57 / -9.37 eV

=====

A cluster of 3 separate species, C23H47N2O8PS in total at a distorted geometry, computed with ωB97M-V/def2-TZVPD.

Each line ends with the Mulliken charge.
CARTESIAN COORDINATES (ANGSTROEM)
C 4.0197 0.1663 -0.5422  -1.042
C 3.2664 1.0537 -1.6902  -0.021
O 2.6136 2.1505 -0.9789  -0.251
P 2.3248 3.5020 -1.9765  0.862
O 2.5661 3.1479 -3.4751  -0.763
C 3.5309 4.9566 -1.6318  -0.357
C 4.9944 4.4002 -1.9990  -0.370
C 6.1948 5.0288 -1.1579  0.191
C 6.3889 5.2886 0.2281  0.243
S 5.1604 4.9781 1.5726  1.281
C 4.1916 3.4124 1.3918  -0.599
O 5.9561 4.8456 2.8675  -0.649
O 4.2281 6.1695 1.6909  -0.614
C 7.8843 5.8853 0.2860  0.215
O 8.4733 6.0195 1.3923  -0.459
O 8.3938 6.1604 -1.0315  -0.237
C 7.5414 5.4482 -1.9541  -0.010
O 7.8101 5.2017 -3.1611  -0.499
O 0.6861 3.9433 -1.8565  -0.413
C 0.4486 5.0176 -0.8972  0.121
C -0.9162 4.6159 -0.0865  -0.975
H 3.8452 -0.9533 -0.7475  0.321
H 5.1600 0.3771 -0.5510  0.263
H 3.6408 0.4070 0.5127  0.239
H 4.0947 1.3822 -2.4126  0.300
H 2.4499 0.4364 -2.2025  0.216
H 3.4152 5.3721 -0.5730  0.282
H 3.2304 5.8024 -2.3539  0.412
H 5.1863 4.6863 -3.1054  0.370
H 5.0462 3.2641 -1.8821  0.026
H 4.7365 2.5574 0.8670  0.134
H 3.9573 3.0553 2.4703  0.481
H 3.1767 3.6832 0.9263  0.154
H 0.2136 5.9614 -1.4976  0.309
H 1.2541 5.1424 -0.0976  0.055
H -1.4304 3.7032 -0.5556  0.179
H -0.5809 4.2924 0.9760  0.282
H -1.6124 5.5155 0.0557  0.315
C -1.9239 0.0330 -2.0940  -1.267
C -1.4051 -1.1253 -2.9376  -0.432
N -0.5508 -2.0587 -2.2076  0.241
C 0.1338 -3.0132 -3.0799  -0.667
C -0.7269 -4.0132 -3.8506  -1.041
C -1.1153 -2.6286 -0.9879  -0.913
C -2.4156 -3.4213 -1.1122  -0.443
H -1.1002 0.5980 -1.6485  0.214
H -2.4987 0.7187 -2.7226  0.437
H -2.5888 -0.3051 -1.2952  0.260
H -0.8263 -0.6884 -3.7590  0.486
H -2.2624 -1.6355 -3.3971  0.222
H 0.8780 -3.5664 -2.4956  0.390
H 0.7213 -2.4418 -3.8088  0.373
H -1.0859 -4.8175 -3.2074  0.221
H -0.1282 -4.4831 -4.6377  0.411
H -1.5845 -3.5422 -4.3358  0.273
H -1.2793 -1.8148 -0.2723  0.354
H -0.3632 -3.2600 -0.5011  0.365
H -3.1416 -2.9425 -1.7738  0.250
H -2.8848 -3.5132 -0.1271  -0.012
H -2.2355 -4.4363 -1.4686  0.281
C -6.4087 -6.2192 2.4826  -1.476
C -5.3814 -5.1041 2.3270  -0.157
N -5.7404 -3.8634 3.0085  0.068
C -4.8778 -2.7392 2.6461  -0.700
C -3.4031 -2.8218 3.0381  -1.002
C -6.0465 -3.9759 4.4316  -0.710
C -4.9596 -4.5366 5.3478  -0.955
H -7.3926 -5.9038 2.1250  0.333
H -6.1014 -7.0883 1.8942  0.434
H -6.5028 -6.5497 3.5199  0.309
H -5.2898 -4.9014 1.2540  0.329
H -4.4037 -5.4799 2.6581  0.229
H -5.2994 -1.8142 3.0554  0.336
H -4.9310 -2.6111 1.5580  0.411
H -3.2560 -2.6266 4.1010  0.330
H -2.8357 -2.0577 2.4962  0.360
H -2.9572 -3.7885 2.7933  0.240
H -6.9408 -4.5993 4.5423  0.395
H -6.3585 -2.9970 4.8134  0.330
H -4.4494 -5.4019 4.9179  0.240
H -5.4073 -4.8597 6.2929  0.378
H -4.2138 -3.7808 5.5976  0.281

Atoms 1-3, force components in eV/Å:
0.048 0.034 -0.324
1.002 -1.903 0.847
-0.084 2.578 -1.731

Values from the calculation:
* total charge: 0
* relative energy (zero: lowest compared OMol25 entry of this formula, charge and spin): 0.896 eV
* SMILES: CCOP(=O)(CCC1=C(S(C)(=O)=O)C(=O)OC1=O)OCC.CCN(CC)CC.CCN(CC)CC
* HOMO energy: -8.25 eV

=====

A cluster of 2 separate species, C4H4NO2 in total at a distorted geometry, computed with ωB97M-V/def2-TZVPD.

Each line ends with the natural charge from an NBO analysis.
CARTESIAN COORDINATES (ANGSTROEM)
C 0.3195 1.0292 -0.0836  0.124
C 3.5987 -0.4460 -0.2589  1.035
C 1.3885 1.6837 -0.6871  -0.594
C -0.1461 -0.1958 0.5933  -0.680
N -0.2656 2.0019 -0.6958  -0.536
O 3.3171 -0.6161 0.8351  -0.534
O 3.9885 -0.4100 -1.3892  -0.556
H 2.0979 2.1259 -0.0759  0.108
H -0.7615 -0.8548 -0.0456  0.218
H -0.8944 -0.0629 1.3533  0.208
H 0.6679 -0.7547 1.1488  0.207

Atoms 1-3, force components in eV/Å:
-1.214 0.921 -1.257
1.268 0.110 -5.120
-0.250 -2.247 -2.004

Values from the calculation:
* total charge: -1
* relative energy (zero: lowest compared OMol25 entry of this formula, charge and spin): 5.169 eV
* HOMO energy (spin up / spin down): -0.99 / -0.99 eV

=====

A cluster of 5 separate species, C33H74BN2O19P4S in total at a distorted geometry, computed with ωB97M-V/def2-TZVPD.

Each line ends with the Mulliken charge.
CARTESIAN COORDINATES (ANGSTROEM)
C 3.9537 3.3001 -3.9130  -0.997
B 4.3662 4.5973 -4.7534  0.404
O 5.2031 4.5523 -5.8655  -0.576
C 3.7221 5.9916 -4.2751  -0.060
C 4.6105 7.1628 -3.7562  -0.988
N 3.5186 8.1211 -3.4092  -0.051
C 2.5005 7.9860 -4.1840  -0.036
C 1.1792 8.7742 -4.0694  -0.644
C 0.0250 7.7472 -4.3200  -0.625
O -0.9776 7.8371 -3.2833  -0.377
C -1.6486 6.6040 -3.3108  0.098
O -1.7392 5.9065 -2.3860  -0.403
C 2.8626 6.8646 -5.2620  0.428
N 3.7343 7.5649 -6.2299  -0.534
C 3.3819 7.3968 -7.3805  0.338
S 3.1894 7.1372 -8.9107  -0.287
H 4.4260 2.3758 -4.2883  0.294
H 4.1915 3.4998 -2.8412  0.325
H 2.8432 3.1696 -3.9350  0.301
H 4.7699 3.9419 -6.4897  0.315
H 3.0033 5.8380 -3.4336  0.173
H 5.1335 6.7828 -2.8545  0.464
H 5.4368 7.5479 -4.3773  0.321
H 3.6310 8.7725 -2.6350  0.304
H 1.1261 9.0955 -3.0053  0.445
H 1.1621 9.6371 -4.7567  0.369
H 0.3946 6.6957 -4.2908  0.438
H -0.4124 7.9045 -5.3277  0.352
H -2.0586 6.3197 -4.3149  0.411
H 1.9731 6.3338 -5.6487  0.795
O 3.3829 -0.4632 -2.9258  -0.783
P 2.4444 -1.3922 -2.1921  1.286
O 3.4422 -2.6820 -1.9757  -0.323
C 4.5797 -2.5325 -1.1317  -0.378
C 4.1816 -2.3585 0.3222  -0.803
O 1.6184 -1.9001 -3.5311  -0.420
C 1.2513 -0.9594 -4.5383  -0.263
C 2.0794 -1.1988 -5.7848  -1.202
O 1.2738 -2.0449 -1.2107  -0.374
C 0.4856 -3.2030 -1.5107  -0.236
C 1.2017 -4.5055 -1.2337  -0.817
H 5.1921 -1.6927 -1.4715  0.236
H 5.1768 -3.4387 -1.2427  0.331
H 3.6238 -1.4272 0.4673  0.258
H 5.0653 -2.3333 0.9619  0.501
H 3.5351 -3.1745 0.6472  0.040
H 1.3670 0.0663 -4.1820  0.255
H 0.1922 -1.1108 -4.7624  0.356
H 3.1465 -1.1537 -5.5645  0.284
H 1.8503 -0.4579 -6.5543  0.377
H 1.8806 -2.1934 -6.1874  0.330
H 0.0726 -3.1786 -2.5164  0.243
H -0.3765 -3.1439 -0.8406  0.341
H 1.9484 -4.7218 -1.9979  0.294
H 0.4893 -5.3326 -1.2305  0.485
H 1.7083 -4.4756 -0.2685  -0.012
O -8.4001 3.0484 -2.8158  -0.761
P -7.2588 3.6164 -2.0111  1.180
O -8.0538 4.8113 -1.2061  -0.286
C -9.0566 4.4456 -0.2611  -0.348
C -8.4610 3.7625 0.9555  -0.921
O -6.5863 4.4833 -3.2496  -0.414
C -6.4942 3.9022 -4.5507  -0.344
C -7.4641 4.5935 -5.4871  -1.171
O -5.8776 3.8365 -1.1041  -0.403
C -5.0226 4.9773 -1.1695  0.079
C -5.5316 6.1643 -0.3787  -0.974
H -9.8064 3.8085 -0.7371  0.289
H -9.5554 5.3671 0.0426  0.307
H -7.9989 2.8084 0.6824  0.292
H -9.2317 3.5696 1.7030  0.402
H -7.6822 4.3799 1.4046  0.162
H -6.6808 2.8279 -4.5177  0.362
H -5.4693 4.0463 -4.9057  0.309
H -8.4826 4.5511 -5.1015  0.288
H -7.4469 4.1326 -6.4767  0.388
H -7.2067 5.6500 -5.5886  0.293
H -4.7786 5.2575 -2.1921  0.130
H -4.0786 4.6543 -0.7222  0.294
H -6.3578 6.6582 -0.8902  0.271
H -4.7345 6.9012 -0.2562  0.406
H -5.8831 5.8585 0.6071  0.168
O 1.4368 -6.8440 1.8895  -0.728
P 1.4885 -7.6491 3.1647  1.283
O 3.0967 -7.5263 3.5015  -0.306
C 3.6267 -6.2445 3.8215  -0.264
C 3.1137 -5.7394 5.1576  -0.844
O 1.4611 -9.1314 2.4389  -0.440
C 0.5859 -9.3649 1.3331  -0.316
C 1.3979 -9.5020 0.0615  -1.161
O 1.1667 -8.3552 4.6372  -0.454
C 1.5791 -9.6662 5.0332  -0.126
C 3.0173 -9.7353 5.5011  -0.957
H 3.3973 -5.5332 3.0226  0.196
H 4.7119 -6.3526 3.8620  0.320
H 2.0318 -5.5739 5.1250  0.182
H 3.5973 -4.7981 5.4242  0.424
H 3.3035 -6.4679 5.9462  0.164
H -0.1547 -8.5690 1.2407  0.320
H 0.0454 -10.2941 1.5297  0.342
H 2.0253 -8.6253 -0.1029  0.253
H 0.7468 -9.6319 -0.8051  0.379
H 2.0664 -10.3626 0.1288  0.329
H 1.3735 -10.4148 4.2718  0.217
H 0.9349 -9.9240 5.8781  0.341
H 3.7113 -9.6874 4.6620  0.252
H 3.1959 -10.6790 6.0204  0.425
H 3.2512 -8.9119 6.1770  0.168
O -1.8855 -2.6496 4.9880  -0.777
P -0.6435 -2.2942 5.7663  1.177
O -1.1798 -0.9464 6.5446  -0.307
C -2.2210 -1.0855 7.5074  -0.345
C -1.7531 -1.8402 8.7375  -0.911
O 0.1672 -1.6079 4.5002  -0.419
C 0.1279 -2.2295 3.2144  -0.229
C -0.7011 -1.3896 2.2641  -1.101
O 0.7660 -2.3260 6.6555  -0.355
C 1.8287 -1.3778 6.5523  -0.040
C 1.5732 -0.0937 7.3127  -1.070
H -3.0870 -1.5763 7.0556  0.281
H -2.5269 -0.0769 7.7898  0.313
H -1.4892 -2.8726 8.4870  0.283
H -2.5363 -1.8602 9.4967  0.406
H -0.8630 -1.3751 9.1626  0.163
H -0.2631 -3.2460 3.2797  0.394
H 1.1562 -2.2965 2.8482  0.288
H -1.7051 -1.2204 2.6542  0.358
H -0.7831 -1.8744 1.2893  0.145
H -0.2457 -0.4062 2.1286  0.310
H 2.1101 -1.1785 5.5205  0.230
H 2.6953 -1.8710 7.0018  0.327
H 0.8546 0.5399 6.7929  0.263
H 2.5010 0.4742 7.4095  0.430
H 1.1803 -0.2981 8.3092  0.191

Atoms 1-3, force components in eV/Å:
-0.267 0.598 -0.481
0.067 -0.703 0.064
-1.592 0.391 0.235

Values from the calculation:
* total charge: +1
* relative energy (zero: lowest compared OMol25 entry of this formula, charge and spin): 0.000 eV
* HOMO energy: -11.09 eV